Record 1
Molecular formula: C16H42N3O7
Method: DFT, ωB97M-V with the def2-TZVPD basis set

The orbital gap is 5.5 eV. For the LUMO energy, the calculation gives -0.10710 Ha. The value obtained for the relative energy (zero: lowest compared OMol25 entry of this formula, charge and spin) is 0.0 kcal per mole. The calculation puts the energy at -36066.156 eV.

The geometry in ORCA input format:
```
! RIJCOSX wB97M-V def2-TZVPD def2/J DEFGRID3
* xyz 1 1
O -4.468 0.390 3.241
O 0.595 4.093 -2.513
O -0.806 -1.600 3.057
O 1.104 -2.917 -2.458
O 4.329 2.792 -0.588
O -1.576 -2.465 1.117
O -1.324 2.915 -2.476
N -5.593 1.779 1.213
N -2.208 -3.716 -1.135
N 5.949 0.621 -0.616
C -3.614 0.801 2.189
C 0.191 -3.498 -1.529
C 4.127 -0.766 0.270
C -1.464 -1.930 -2.563
C 0.205 2.752 -0.634
C -1.171 -3.333 -2.162
C 4.456 0.492 -0.487
C 3.960 1.701 0.221
C -0.894 -1.624 1.824
C -3.668 1.331 -0.256
C -0.003 -0.687 1.027
C -4.436 0.854 0.938
C 2.467 -3.021 -2.092
C -3.768 -0.014 4.412
C 4.282 4.045 0.076
C -0.252 3.348 -1.974
H 4.340 1.799 1.249
H -2.717 -0.266 4.200
H 4.389 -0.665 1.334
H 0.908 -1.225 0.755
H 6.402 0.884 0.279
H -1.195 -1.268 -1.739
H -2.502 -1.764 -2.854
H -0.572 2.534 0.099
H 6.413 -0.231 -0.944
H -2.027 -3.073 -0.309
H -2.827 0.053 2.029
H 0.312 0.177 1.614
H 3.051 -0.900 0.261
H -3.757 0.765 5.176
H 0.233 -2.877 -0.624
H 2.950 -2.128 -2.507
H -4.335 1.427 -1.130
H 0.995 3.384 -0.211
H -0.496 -0.296 0.139
H 6.246 1.442 -1.175
H -2.929 0.633 -0.643
H -0.857 -1.664 -3.424
H -6.003 1.507 2.123
H 4.629 -1.711 0.047
H 2.864 1.642 0.263
H -4.920 -0.112 0.799
H -1.350 -4.017 -2.992
H 4.833 4.044 1.029
H -5.277 2.749 1.355
H 3.003 -3.867 -2.533
H -3.136 1.764 2.426
H 0.483 -4.538 -1.344
H -3.246 2.336 -0.198
H 4.716 4.822 -0.544
H 3.244 4.322 0.297
H -3.128 -3.537 -1.531
H -6.310 1.772 0.484
H -4.139 -0.966 4.793
H -2.127 -4.671 -0.785
H 4.077 0.514 -1.507
H 2.553 -2.978 -1.001
H 0.787 1.845 -0.855
*
```

Atom charges from the natural (NBO) analysis, given in e for atoms 1 to 5:
1. O -0.58
2. O -0.76
3. O -0.69
4. O -0.55
5. O -0.55

Record 2
Molecular formula: C16H42N8O3P3
Method: DFT, ωB97M-V with the def2-TZVPD basis set

The orbital gap is 3.4 eV. For the LUMO energy, the calculation gives -0.22223 Ha. The calculation puts the energy at -63183.359 eV.

The geometry in ORCA input format:
```
! RIJCOSX wB97M-V def2-TZVPD def2/J DEFGRID3
* xyz 1 1
P 3.348 0.861 -1.016
P -2.803 -3.087 0.830
P -0.042 5.762 -0.557
O -1.248 6.432 -1.348
O -1.403 -3.137 0.171
O 3.315 2.083 -0.067
N 2.949 -0.229 0.273
N -2.267 -4.123 2.101
N 1.977 8.081 2.287
N -3.491 -4.084 -0.412
N -4.413 -3.030 1.587
N 1.873 1.366 -1.755
N 1.143 7.214 1.659
N 3.385 -0.545 -2.108
C 3.091 8.975 -0.173
C -3.002 -5.174 2.794
C 4.405 -1.549 -1.706
C -4.450 -2.184 2.802
C 3.762 -0.189 -3.495
C 3.264 0.196 1.644
C 1.173 7.097 0.178
C 0.772 0.549 -2.250
C 1.987 2.589 -2.564
C -5.438 -2.424 0.698
C -2.812 -4.112 -1.715
C -4.094 -5.390 -0.195
C 2.052 7.900 -0.934
C -1.298 -3.506 3.018
C 1.753 -1.057 0.326
C 2.892 8.878 1.448
H 1.018 -0.008 -3.157
H 3.854 9.655 -0.751
H 3.285 -0.653 2.334
H -1.768 -2.752 3.651
H -3.901 -2.625 3.633
H -3.450 -5.898 2.120
H -2.513 -3.104 -2.024
H 0.498 6.611 2.252
H -5.142 -1.413 0.391
H 4.260 0.650 1.695
H -5.620 -3.009 -0.206
H -3.341 -6.157 -0.006
H -6.410 -2.367 1.201
H 5.402 -1.096 -1.658
H -0.097 1.169 -2.485
H -0.489 -3.020 2.464
H 3.899 -1.086 -4.112
H 0.396 -0.154 -1.512
H 2.505 3.377 -2.010
H -3.470 -4.486 -2.505
H 2.525 0.916 2.016
H 4.197 -2.006 -0.737
H -0.507 4.901 0.509
H 2.543 2.409 -3.485
H -3.784 -4.794 3.455
H -5.476 -2.067 3.173
H 2.987 0.384 -4.003
H 1.007 2.998 -2.829
H 0.863 -0.468 0.557
H 1.848 -1.831 1.099
H -0.819 -4.247 3.666
H 0.750 5.042 -1.560
H 3.628 9.593 2.063
H 1.599 -1.620 -0.598
H -2.330 -5.774 3.413
H -4.034 -1.191 2.606
H -1.922 -4.753 -1.685
H 2.007 7.784 -2.102
H -4.672 -5.704 -1.074
H 4.688 0.394 -3.516
H -4.826 -5.378 0.616
H 4.432 -2.385 -2.415
*
```

Atom charges from the Mulliken analysis, given in e for atoms 1 to 5:
1. P 0.77
2. P 0.79
3. P 0.39
4. O -0.61
5. O -0.75

Record 3
Molecular formula: C16H43ClCrO6Si2
Method: DFT, ωB97M-V with the def2-TZVPD basis set

The expectation value of S² is 6.064. The orbital gap (spin up / spin down) is 8.2 / 8.2 eV. For the LUMO energy (spin up / spin down), the calculation gives -0.01783 / -0.01767 Ha. The value obtained for the relative energy (zero: lowest compared OMol25 entry of this formula, charge and spin) is 4.3 kcal per mole. The calculation puts the energy at -86265.639 eV.

The geometry in ORCA input format:
```
! RIJCOSX wB97M-V def2-TZVPD def2/J DEFGRID3
* xyz 0 5
Cr -1.241 -0.748 -1.742
Cl 0.809 0.463 -0.406
Si -1.159 -3.605 -0.767
Si -4.456 0.712 -2.408
O -3.116 2.861 1.167
O -0.426 -0.168 0.177
O 1.959 -0.302 -0.043
O 0.896 1.828 0.018
O -3.758 3.953 -1.178
O 0.567 0.391 -1.884
C -5.864 0.603 -1.163
C -2.063 5.463 -2.029
C -4.955 5.696 0.037
C -3.408 1.684 1.933
C -2.916 1.294 -1.455
C -1.506 4.613 1.535
C -3.365 4.755 -2.306
C 0.621 -3.227 -1.260
C -1.884 -4.711 -2.095
C -4.273 -0.947 -3.285
C -2.247 -2.096 -0.556
C -4.956 1.932 -3.755
C -1.110 -4.506 0.876
C -2.337 1.146 2.858
C -1.723 3.230 0.997
C -5.017 4.330 -0.585
H -5.284 -1.348 -3.462
H -1.137 -5.594 0.734
H -1.761 6.003 -2.930
H -3.297 -2.266 -0.858
H -1.979 -4.221 1.480
H -5.863 1.461 -0.479
H -1.665 -5.761 -1.861
H -4.318 1.934 2.495
H -2.103 1.557 -2.153
H -3.189 2.276 -0.912
H -4.154 5.490 -2.533
H -1.788 4.642 2.592
H -5.837 1.545 -4.290
H -1.518 3.187 -0.080
H -2.288 -1.773 0.501
H -5.230 3.558 0.164
H -2.092 5.357 0.987
H -1.265 4.767 -1.758
H -3.693 0.901 1.213
H 1.140 -4.193 -1.346
H -1.549 0.616 2.318
H -2.179 6.198 -1.225
H -3.691 -1.697 -2.728
H -5.804 4.288 -1.359
H -2.604 0.616 -0.636
H -5.909 5.907 0.525
H -0.205 -4.260 1.445
H -1.462 -4.487 -3.084
H 0.732 -2.714 -2.230
H -3.265 4.075 -3.165
H -1.051 2.510 1.487
H -6.835 0.581 -1.679
H -3.788 -0.793 -4.260
H -2.972 -4.593 -2.154
H 1.152 -2.630 -0.505
H -4.163 5.739 0.788
H -0.447 4.873 1.450
H -1.899 1.932 3.472
H -5.215 2.922 -3.355
H -5.776 -0.313 -0.562
H -4.150 2.067 -4.489
H -4.782 6.466 -0.722
H -2.805 0.417 3.521
*
```

Atom charges from the natural (NBO) analysis, given in e for atoms 1 to 5:
1. Cr 1.31
2. Cl 2.49
3. Si 1.59
4. Si 1.64
5. O -0.58

Question: Which of these has the lowest energy?
Answer: C16H43ClCrO6Si2

Question: Look up the energy of the third one.
Answer: -86265.639 eV

Repeat the second record exactly.
Molecular formula: C16H42N8O3P3
Method: DFT, ωB97M-V with the def2-TZVPD basis set

The orbital gap is 3.4 eV. For the LUMO energy, the calculation gives -0.22223 Ha. The calculation puts the energy at -63183.359 eV.

The geometry in ORCA input format:
```
! RIJCOSX wB97M-V def2-TZVPD def2/J DEFGRID3
* xyz 1 1
P 3.348 0.861 -1.016
P -2.803 -3.087 0.830
P -0.042 5.762 -0.557
O -1.248 6.432 -1.348
O -1.403 -3.137 0.171
O 3.315 2.083 -0.067
N 2.949 -0.229 0.273
N -2.267 -4.123 2.101
N 1.977 8.081 2.287
N -3.491 -4.084 -0.412
N -4.413 -3.030 1.587
N 1.873 1.366 -1.755
N 1.143 7.214 1.659
N 3.385 -0.545 -2.108
C 3.091 8.975 -0.173
C -3.002 -5.174 2.794
C 4.405 -1.549 -1.706
C -4.450 -2.184 2.802
C 3.762 -0.189 -3.495
C 3.264 0.196 1.644
C 1.173 7.097 0.178
C 0.772 0.549 -2.250
C 1.987 2.589 -2.564
C -5.438 -2.424 0.698
C -2.812 -4.112 -1.715
C -4.094 -5.390 -0.195
C 2.052 7.900 -0.934
C -1.298 -3.506 3.018
C 1.753 -1.057 0.326
C 2.892 8.878 1.448
H 1.018 -0.008 -3.157
H 3.854 9.655 -0.751
H 3.285 -0.653 2.334
H -1.768 -2.752 3.651
H -3.901 -2.625 3.633
H -3.450 -5.898 2.120
H -2.513 -3.104 -2.024
H 0.498 6.611 2.252
H -5.142 -1.413 0.391
H 4.260 0.650 1.695
H -5.620 -3.009 -0.206
H -3.341 -6.157 -0.006
H -6.410 -2.367 1.201
H 5.402 -1.096 -1.658
H -0.097 1.169 -2.485
H -0.489 -3.020 2.464
H 3.899 -1.086 -4.112
H 0.396 -0.154 -1.512
H 2.505 3.377 -2.010
H -3.470 -4.486 -2.505
H 2.525 0.916 2.016
H 4.197 -2.006 -0.737
H -0.507 4.901 0.509
H 2.543 2.409 -3.485
H -3.784 -4.794 3.455
H -5.476 -2.067 3.173
H 2.987 0.384 -4.003
H 1.007 2.998 -2.829
H 0.863 -0.468 0.557
H 1.848 -1.831 1.099
H -0.819 -4.247 3.666
H 0.750 5.042 -1.560
H 3.628 9.593 2.063
H 1.599 -1.620 -0.598
H -2.330 -5.774 3.413
H -4.034 -1.191 2.606
H -1.922 -4.753 -1.685
H 2.007 7.784 -2.102
H -4.672 -5.704 -1.074
H 4.688 0.394 -3.516
H -4.826 -5.378 0.616
H 4.432 -2.385 -2.415
*
```

Atom charges from the Mulliken analysis, given in e for atoms 1 to 5:
1. P 0.77
2. P 0.79
3. P 0.39
4. O -0.61
5. O -0.75

Question: The lowest energy belongs to which entry?
Answer: C16H43ClCrO6Si2